1.
{"formula": "C18H15S4TaTe2", "method": "the ωB97M-V functional and the def2-TZVPD basis", "lumo_energy_ev": -8.5, "gap_ev": 6.3, "charge": 2, "symbols": ["Ta", "S", "S", "S", "S", "Te", "C", "C", "C", "C", "C", "C", "C", "C", "C", "C", "C", "C", "H", "H", "H", "H", "H", "H", "H", "H", "H", "H", "Te", "C", "C", "C", "C", "C", "C", "H", "H", "H", "H", "H"], "coordinates": [[1.7075, -1.4262, 1.5506], [4.0128, -1.9622, 1.8406], [3.0192, -1.6799, 3.6454], [2.2336, 0.3040, 3.3059], [0.2507, -0.2975, 3.0486], [2.2229, 0.0867, -0.7479], [2.6966, 1.9575, 0.0902], [1.7806, 2.6618, 0.8652], [2.1549, 3.8831, 1.4039], [3.4342, 4.3819, 1.1769], [4.3379, 3.6688, 0.4048], [3.9715, 2.4483, -0.1508], [0.3171, 0.3628, -1.5826], [0.2393, 0.3228, -2.9688], [-0.9962, 0.5046, -3.5741], [-2.1280, 0.7204, -2.7996], [-2.0359, 0.7545, -1.4143], [-0.8100, 0.5691, -0.7951], [0.7780, 2.2897, 1.0258], [1.4462, 4.4527, 1.9915], [3.7202, 5.3379, 1.5963], [5.3270, 4.0649, 0.2175], [4.6741, 1.9073, -0.7723], [1.1201, 0.1650, -3.5780], [-1.0691, 0.4837, -4.6535], [-3.0874, 0.8665, -3.2778], [-2.9214, 0.9262, -0.8149], [-0.7421, 0.5947, 0.2842], [0.4036, -3.3823, 0.4559], [-1.6839, -3.2077, 0.4430], [-2.3527, -4.1937, -0.2715], [-3.7375, -4.1566, -0.3259], [-4.4338, -3.1540, 0.3358], [-3.7494, -2.1793, 1.0547], [-2.3673, -2.1991, 1.1109], [-1.8150, -4.9839, -0.7809], [-4.2688, -4.9178, -0.8815], [-5.5148, -3.1343, 0.2989], [-4.2967, -1.4057, 1.5777], [-1.8378, -1.4350, 1.6652]]}



2.
{"formula": "C9H39B2NO4", "method": "the ωB97M-V functional and the def2-TZVPD basis", "multiplicity": 2, "s2": 0.7537, "lumo_energy_ev": [-3.0, -9.6], "gap_ev": [9.9, 2.8], "charge": 1, "symbols": ["O", "H", "H", "H", "N", "H", "H", "H", "H", "B", "H", "H", "H", "H", "B", "H", "H", "H", "H", "C", "C", "C", "O", "H", "H", "H", "H", "H", "H", "H", "H", "C", "C", "C", "O", "H", "H", "H", "H", "H", "H", "H", "H", "C", "C", "C", "O", "H", "H", "H", "H", "H", "H", "H", "H"], "coordinates": [[-0.6972, 1.0004, 0.9362], [-0.1819, 0.1924, 0.8789], [-0.1496, 1.7759, 0.7935], [-1.3684, 0.9805, 0.2502], [-1.8164, 4.1713, -1.8040], [-1.5209, 4.8523, -1.1192], [-2.6732, 4.5257, -2.2045], [-1.9629, 3.2742, -1.3637], [-1.1542, 4.0171, -2.5509], [-2.7352, 1.5228, -1.0112], [-3.3469, 2.0902, -1.6953], [-2.6758, 0.5040, -1.3616], [-1.7276, 1.9019, -0.9393], [-3.1711, 1.4690, -0.0256], [0.6740, 3.4419, 0.5271], [0.9302, 3.9057, -0.4128], [-0.3997, 3.3408, 0.5606], [1.1691, 2.4904, 0.6440], [0.9985, 4.1019, 1.3166], [2.5519, 0.6594, -4.3437], [1.3470, -0.0479, -3.7117], [1.0170, 0.3328, -2.2496], [0.2352, 0.3382, -4.4487], [2.6501, 0.3635, -5.3882], [3.4636, 0.2979, -3.8682], [2.5216, 1.7410, -4.2122], [1.4466, -1.1302, -3.7939], [0.2071, -0.2980, -1.8831], [0.8781, 1.3967, -2.0574], [1.9318, 0.1183, -1.6973], [-0.5417, 0.0630, -3.9564], [2.3674, -3.0368, 0.2029], [2.1126, -1.9300, 1.2146], [3.1223, -0.7940, 1.2057], [0.8254, -1.4449, 0.9943], [1.6024, -3.8100, 0.2726], [3.3758, -3.4445, 0.2733], [2.1680, -2.6000, -0.7757], [2.0413, -2.3271, 2.2272], [2.9967, -0.1018, 2.0383], [3.3370, -0.3176, 0.2492], [4.0833, -1.2764, 1.3842], [0.3031, -2.0107, 1.5676], [-2.0822, -3.0650, 4.4436], [-1.9013, -2.8010, 2.9336], [-2.6008, -1.5250, 2.3645], [-0.5511, -2.7120, 2.7753], [-3.0922, -2.9740, 4.8431], [-1.5924, -2.3782, 5.1340], [-1.7198, -4.0565, 4.7151], [-2.0976, -3.7116, 2.3677], [-3.6658, -1.5538, 2.5947], [-2.5728, -1.3703, 1.2859], [-2.1750, -0.6130, 2.7829], [-0.1833, -3.5386, 3.0963]]}



What is the charge in the first record?
+2



Which of these has the lowest charge?
C9H39B2NO4



Which of these has the lowest charge?
C9H39B2NO4